Computed, not measured: C5H6O in the gas phase, with ωB97M-V with the def2-TZVPD basis set.

Values from the calculation:
Relative energy (zero: lowest compared OMol25 entry of this formula, charge and spin), kcal per mole: 86.4
Largest force on an atom, eV Å⁻¹: 0.52
Calculated total energy, Eh: -269.20857
2S+1: 1

Each atom is followed by the atoms it is bonded to, with distances in Å.
Geometry (Å):
1 C -1.47995 0.24277 -0.05098  C2 1.857, C3 1.826, H7 1.088, H8 1.090, H9 1.094
2 C -0.29272 -0.46194 1.19067  C1 1.857, C3 1.424, O6 1.401
3 C 0.19380 0.69713 0.52118  C1 1.826, C2 1.424, C4 1.460, H10 1.085
4 C 1.28687 0.33370 -0.37580  C3 1.460, C5 1.343, H11 1.081
5 C 1.34459 -1.00443 -0.27980  C4 1.343, O6 1.354, H12 1.084
6 O 0.41756 -1.50041 0.57380  C2 1.401, C5 1.354
7 H -2.26210 0.62458 0.60200  C1 1.088
8 H -1.73334 -0.75925 -0.39672  C1 1.090
9 H -1.38766 0.87928 -0.93619  C1 1.094
10 H 0.00950 1.70538 0.87776  C3 1.085
11 H 1.91246 0.97957 -0.97646  C4 1.081
12 H 1.99100 -1.73636 -0.74945  C5 1.084